Record 1
{"formula": "C6H8EuO6", "method": "ωB97M-V/def2-TZVPD", "symbols": ["O", "C", "O", "O", "C", "C", "C", "C", "Eu", "H", "H", "H", "H", "H", "H", "O", "C", "O", "H", "O", "H"], "xyz": [[3.6115, 0.6461, -1.2394], [2.6703, 0.4124, -0.4458], [1.7524, 1.3320, -0.3784], [2.6857, -0.6926, 0.2293], [1.4745, -1.2341, 0.8047], [0.3913, -1.3999, -0.2118], [-0.8952, -1.4461, 0.1461], [-1.9968, -0.9514, -0.7300], [3.8266, 2.9439, -1.2292], [1.1659, -0.5817, 1.6312], [1.7938, -2.2028, 1.2050], [0.6662, -1.5453, -1.2610], [-1.1655, -1.6616, 1.1848], [-2.9482, -1.3899, -0.4064], [-1.8342, -1.2106, -1.7832], [-2.3235, 0.4566, -0.7291], [-2.1566, 1.3606, 0.1720], [-1.0836, 2.0019, 0.1549], [-2.8758, 2.2278, 1.7324], [-2.9152, 1.3914, 1.2231], [0.1563, 1.5433, -0.0692]], "atomic_forces_ev_per_a": [[1.31, 0.30, 0.12], [-1.20, 0.67, -0.64], [-1.15, 0.42, 0.78], [-0.10, -0.21, -0.35], [0.22, -0.67, 0.64], [-0.46, -0.04, -0.18], [0.18, 1.40, 0.52], [-1.49, -2.82, -0.38], [-0.51, -0.80, -0.01], [0.01, -0.25, -0.22], [0.05, 0.26, 0.04], [0.04, 0.75, 0.11], [0.15, 0.56, -0.08], [0.29, -0.27, -0.27], [-0.03, 0.34, 0.27], [-0.53, 1.33, -0.21], [2.57, -2.80, 0.75], [3.80, 1.03, 0.12], [0.32, -0.36, -0.13], [-1.27, 0.68, -0.81], [-2.21, 0.47, -0.06]], "de_lowest_kj_mol": 251.16, "lumo_energy_ev": [-8.3, -8.1], "charge": 2, "multiplicity": 8, "total_energy_ha": -1394.54644}

Record 2
{"formula": "C6H8F12KO6P2", "method": "ωB97M-V/def2-TZVPD", "symbols": ["K", "P", "F", "F", "F", "F", "F", "F", "P", "F", "F", "F", "F", "F", "F", "C", "C", "O", "C", "O", "O", "H", "H", "H", "H", "C", "C", "O", "C", "O", "O", "H", "H", "H", "H"], "xyz": [[-14.9395, 2.0974, 21.6561], [-16.6347, 3.9275, 17.7396], [-15.1311, 4.4192, 17.3063], [-17.0156, 5.4604, 18.1581], [-17.0797, 4.3163, 16.2371], [-18.2009, 3.4779, 17.9026], [-16.2288, 2.4187, 17.3178], [-16.1298, 3.4896, 19.2903], [-18.4840, 0.5198, 21.9821], [-17.4119, 0.4669, 20.6480], [-18.2132, -1.0830, 22.5063], [-17.4132, 1.1559, 22.9380], [-19.5630, 0.8563, 23.1710], [-18.9595, 1.9476, 21.2264], [-19.6237, -0.0966, 20.9972], [-12.1289, 3.6782, 25.7541], [-13.5062, 3.2401, 25.2972], [-13.3203, 2.9602, 23.9269], [-12.4091, 3.8821, 23.5058], [-12.2721, 4.1911, 22.3630], [-11.7241, 4.3357, 24.6717], [-11.4226, 2.8662, 25.9269], [-12.1568, 4.3053, 26.6452], [-14.2664, 4.0119, 25.4177], [-13.6452, 2.3412, 25.8979], [-10.7381, 0.9512, 17.7598], [-10.6757, 2.3234, 17.2798], [-11.6585, 2.8868, 18.0967], [-11.9442, 2.1272, 19.1100], [-12.6526, 2.3839, 20.1207], [-11.1131, 1.1329, 19.0898], [-9.8401, 0.3430, 17.6510], [-11.3165, 0.2035, 17.2171], [-10.8649, 2.2056, 16.2128], [-9.8122, 2.9730, 17.4228]], "atomic_forces_ev_per_a": [[-0.50, 0.11, -0.73], [-0.66, 0.12, -1.22], [0.02, -0.16, 1.07], [0.47, -0.82, 0.98], [0.27, -0.17, -1.02], [1.06, -0.11, 1.45], [-0.13, 0.01, -0.19], [-0.71, 1.05, -0.86], [-3.78, -0.02, -3.96], [0.29, -0.90, 2.39], [0.48, 2.62, -0.36], [1.92, 0.22, 0.08], [0.29, -1.04, -0.47], [1.13, 0.12, 1.82], [0.15, -0.93, 0.80], [-1.12, -1.05, 1.68], [0.25, -1.35, 2.15], [0.05, 0.31, -0.05], [0.56, 0.22, 0.11], [0.42, 0.06, 1.77], [1.25, 2.50, -5.34], [-0.26, -0.49, 0.31], [-0.04, 0.16, -0.11], [-0.03, -0.16, 0.15], [-1.14, -0.16, -0.54], [2.53, -2.93, -0.07], [0.37, 0.31, -1.53], [-2.59, 2.81, -1.39], [-1.90, 2.00, 5.15], [1.78, -0.79, -3.88], [0.41, -3.56, 1.10], [0.91, 0.68, 0.81], [-1.55, 0.84, -0.03], [-0.70, 1.20, -0.11], [0.51, -0.69, 0.07]], "de_lowest_kj_mol": 289.30, "lumo_energy_ev": 1.5, "charge": -1, "total_energy_ha": -3166.43497}

Record 3
{"formula": "C6H8F3N2P", "method": "ωB97M-V/def2-TZVPD", "symbols": ["C", "N", "C", "C", "N", "C", "C", "P", "C", "F", "F", "F", "H", "H", "H", "H", "H", "H", "H", "H"], "xyz": [[-0.3338, -2.5723, 0.1125], [-0.4344, -1.1025, -0.0650], [-1.3631, -0.1940, -0.4420], [-0.8470, 1.0626, -0.4093], [0.4589, 0.9009, 0.0261], [1.1381, 2.1419, 0.4463], [0.6913, -0.4175, 0.2470], [2.4278, -1.2449, 0.5075], [3.5132, 0.0668, -0.1069], [3.8952, 1.0465, 0.7453], [2.9956, 0.7300, -1.1976], [4.6584, -0.5451, -0.5259], [0.2005, -2.9956, 0.9494], [-1.3708, -3.0861, 0.2025], [0.1936, -3.0538, -0.6268], [-2.3910, -0.5460, -0.6590], [-1.3611, 1.9986, -0.6749], [1.8976, 1.6843, 1.1775], [1.6081, 2.7074, -0.3544], [0.3366, 2.7857, 0.7238]], "atomic_forces_ev_per_a": [[-3.97, -0.59, 0.98], [2.68, -0.87, 1.62], [-3.07, -0.22, -0.74], [-0.84, -1.40, -0.34], [-1.42, 0.87, -0.58], [1.65, -2.37, 0.45], [3.61, 0.50, -0.37], [-2.61, -0.47, 0.68], [-0.04, 0.33, -1.13], [0.38, 0.09, 0.03], [0.52, 0.05, 0.15], [-0.23, 0.43, 0.22], [0.16, 1.25, 1.08], [1.51, 1.27, -0.41], [0.96, -0.48, -2.58], [0.91, 0.53, 0.04], [0.70, -0.61, 0.35], [-1.16, 1.95, -0.54], [0.50, -0.68, -0.31], [-0.25, 0.41, 1.41]], "de_lowest_kj_mol": 0.00, "lumo_energy_ev": 0.7, "charge": 0, "total_energy_ha": -983.81745}

Record 4
{"formula": "C6H8F6I2N4O4S2", "method": "ωB97M-V/def2-TZVPD", "symbols": ["C", "C", "I", "C", "I", "N", "C", "N", "N", "H", "H", "H", "H", "H", "H", "H", "H", "C", "F", "F", "F", "S", "O", "O", "N", "S", "O", "O", "C", "F", "F", "F"], "xyz": [[-2.0804, 3.6627, -0.5546], [-1.6628, 3.3957, -1.9732], [-2.6237, 4.4973, -3.5150], [-0.7471, 2.5041, -2.2759], [-0.1943, 2.0313, -4.2725], [-0.0721, 1.7702, -1.2252], [0.9716, 2.3942, -0.7045], [1.0886, 3.7859, -0.6520], [1.9783, 1.6192, -0.2317], [-2.7615, 2.8500, -0.2663], [-1.2598, 3.6545, 0.1566], [-2.6287, 4.5942, -0.4464], [-0.7362, 1.4279, -0.5219], [1.2711, 4.0857, 0.3010], [1.7905, 4.1237, -1.3037], [2.6671, 1.2749, -0.8867], [2.0903, 1.3912, 0.7489], [-0.8547, -0.9804, 1.6964], [-0.9052, 0.3537, 1.4059], [-0.5525, -1.0919, 2.9917], [-2.0872, -1.4663, 1.5412], [0.3634, -1.8431, 0.6283], [1.6215, -1.2061, 0.9372], [-0.1210, -1.6221, -0.7077], [0.1543, -3.2822, 1.2170], [1.0400, -4.4377, 0.5647], [2.4438, -4.3751, 0.8481], [0.6901, -4.8034, -0.7755], [0.4074, -5.8060, 1.6090], [-0.9183, -5.9622, 1.4641], [0.6365, -5.5766, 2.9122], [0.9909, -6.9635, 1.2908]], "atomic_forces_ev_per_a": [[-0.65, -0.34, -0.07], [-0.76, 1.03, -0.28], [0.10, -0.23, 0.80], [0.13, -0.34, -0.86], [0.24, -0.19, 0.98], [-0.80, 1.98, -1.25], [1.27, -0.28, 0.75], [-0.99, 0.12, -0.91], [0.14, -0.15, 1.01], [-0.06, 0.16, 0.08], [0.14, 0.12, -0.13], [0.07, 0.01, -0.06], [0.72, -1.78, -0.14], [0.46, -0.06, -0.06], [0.18, 0.16, 0.29], [-0.60, -0.90, -0.02], [0.38, 0.21, -0.07], [-0.64, -0.60, 0.88], [0.18, 0.00, -0.20], [0.17, 0.26, -0.26], [0.17, 0.24, -0.25], [0.18, 0.11, -0.12], [-0.06, 0.12, 0.24], [-0.22, 0.13, -0.04], [0.42, 0.54, -0.55], [0.52, -0.97, -0.29], [-0.05, 0.33, 0.34], [-0.41, 0.23, 0.00], [-0.64, -0.37, 0.79], [0.24, 0.10, -0.14], [0.10, 0.06, -0.27], [0.09, 0.31, -0.18]], "lumo_energy_ev": -3.4, "charge": 0, "total_energy_ha": -2744.20553}

Record 5
{"formula": "C6H8FO2P", "method": "ωB97M-V/def2-TZVPD", "symbols": ["C", "C", "C", "C", "C", "C", "O", "O", "F", "P", "H", "H", "H", "H", "H", "H", "H", "H"], "xyz": [[-3.3265, 1.0337, 2.0709], [-2.8885, 0.5744, 1.0146], [-1.3505, 0.5392, -0.9391], [-0.4186, -0.6340, -1.5042], [-2.4225, 0.0095, -0.1436], [1.7939, -0.4556, 1.2018], [-1.2814, -2.4474, 0.2238], [0.5129, -0.9656, 1.2162], [-3.2394, -0.8586, -0.7556], [0.0069, -1.8558, -0.0992], [-3.5977, 0.9997, 3.0634], [-0.7803, 1.4484, -0.6043], [-1.6835, 0.8721, -2.0483], [-0.7853, -1.2969, -2.2248], [0.4949, -0.4289, -2.0347], [2.4165, -1.1012, 0.7034], [2.2097, -0.2770, 2.1640], [1.8483, 0.5002, 0.5701]], "atomic_forces_ev_per_a": [[0.93, -1.08, -2.73], [-0.56, 0.48, 1.60], [1.86, 0.26, -4.69], [1.60, 0.17, 2.34], [-1.09, 0.81, 0.33], [-0.04, 2.92, -1.46], [-1.41, -1.12, 0.67], [-1.64, -0.86, -0.60], [0.05, 0.05, -0.21], [1.14, 1.71, 0.04], [-0.42, 0.40, 1.58], [-0.64, -1.35, 0.37], [-0.17, -0.34, 2.42], [-1.88, -0.97, -0.79], [0.67, 1.37, 0.23], [1.88, -1.76, -1.10], [-0.15, 0.18, 0.96], [-0.14, -0.86, 1.05]], "de_lowest_kj_mol": 345.83, "lumo_energy_ev": [-1.5, -0.6], "charge": 0, "total_energy_ha": -824.95405}

Record 6
{"formula": "C6H8INO", "method": "ωB97M-V/def2-TZVPD", "symbols": ["C", "C", "C", "C", "C", "C", "N", "O", "I", "H", "H", "H", "H", "H", "H", "H", "H"], "xyz": [[-1.5905, 2.8995, 1.1830], [-1.6482, 2.8155, -0.1139], [-1.8657, 0.3678, -0.2165], [-2.4756, 3.2396, -1.2460], [0.7413, -1.4614, 1.5459], [-0.6775, -0.8869, 1.5507], [-1.2019, 2.9502, 2.2935], [-0.9307, 0.0680, 0.5260], [-3.6558, -0.9819, -0.3171], [-3.3767, 2.6074, -1.2477], [-2.0902, 3.0850, -2.2277], [-2.7447, 4.3171, -1.1563], [1.4199, -0.7777, 1.9608], [0.6776, -2.3684, 2.1606], [1.0125, -1.8893, 0.5434], [-0.6361, -0.4006, 2.6226], [-1.3680, -1.7003, 1.6002]], "atomic_forces_ev_per_a": [[1.03, 0.38, 0.74], [-1.01, -0.11, -1.97], [-0.64, 0.41, -1.25], [-0.85, 0.48, 0.67], [-1.38, -1.83, -2.06], [1.60, -0.21, 3.71], [-0.20, -0.14, 1.02], [1.11, -0.10, 0.99], [0.13, -0.09, 0.36], [-0.08, 0.34, 0.17], [0.89, -0.15, -0.56], [0.03, -0.69, -0.02], [1.20, 0.76, 0.16], [0.11, 0.37, 0.24], [0.10, 0.82, 0.75], [-1.05, -0.12, -2.35], [-0.99, -0.11, -0.61]], "de_lowest_kj_mol": 71.49, "lumo_energy_ev": [0.1, -0.9], "charge": 0, "multiplicity": 3, "total_energy_ha": -660.86067}